Entry 1:
ORCA calculation (ωB97M-V with the def2-TZVPD basis set) on C35H33FeN6O6Si as an isolated structure.

E_LUMO (alpha / beta) = 1.883 / 1.880 eV
Calculated total energy = -100322.13316 eV
Kohn-Sham gap (alpha / beta) = 6.532 / 6.425 eV
Total charge = -1
Spin multiplicity = 5
Highest occupied orbital energy (alpha / beta) = -4.649 / -4.545 eV
ΔE to the lowest compared entry with this formula, charge and spin = 0.0 kJ/mol

Last column: Mulliken spin population.
Element x y z (Å)
Fe: 0.794 0.444 0.776  3.759
C: -1.795 2.538 1.839  -0.007
C: -0.978 2.108 3.022  0.004
C: -1.466 2.251 4.320  -0.003
C: -0.657 1.896 5.374  0.002
C: 0.626 1.435 5.115  0.000
C: 1.036 1.308 3.801  0.012
N: 0.235 1.612 2.788  0.018
C: 2.402 0.816 3.447  0.011
C: 3.428 0.780 4.374  0.000
C: 4.658 0.289 3.976  0.000
C: 4.824 -0.157 2.684  0.000
C: 3.752 -0.079 1.806  0.013
N: 2.588 0.418 2.198  0.009
C: 3.863 -0.517 0.378  0.027
C: 5.006 -1.138 -0.086  0.002
C: 5.105 -1.444 -1.435  0.000
C: 4.069 -1.101 -2.268  0.000
C: 2.928 -0.500 -1.728  -0.001
C: 1.807 -0.114 -2.648  -0.002
N: 2.828 -0.251 -0.421  0.013
H: -2.214 3.532 2.015  0.000
H: -2.617 1.841 1.680  0.001
H: -1.170 2.558 0.948  0.003
H: -2.467 2.632 4.482  0.000
H: -1.011 1.987 6.395  0.000
H: 1.281 1.159 5.931  0.000
H: 3.286 1.153 5.378  0.000
H: 5.486 0.261 4.674  0.000
H: 5.784 -0.540 2.369  0.000
H: 5.818 -1.390 0.581  0.000
H: 5.991 -1.932 -1.822  0.000
H: 4.118 -1.290 -3.333  0.000
H: 2.203 0.489 -3.470  0.000
H: 1.051 0.456 -2.120  0.003
H: 1.332 -1.007 -3.061  0.000
O: 0.554 -1.305 1.937  0.045
N: -0.641 -1.663 2.303  -0.006
N: -1.529 -0.860 1.946  0.001
O: -0.470 -0.359 -0.683  0.031
C: -2.822 -1.272 2.346  0.003
C: -3.863 -1.083 1.435  0.001
C: -5.158 -1.465 1.758  0.000
C: -5.438 -2.019 3.003  0.000
C: -4.408 -2.189 3.919  0.000
C: -3.107 -1.820 3.598  0.000
H: -3.616 -0.665 0.465  0.002
H: -5.952 -1.337 1.029  0.000
H: -6.450 -2.318 3.255  0.000
H: -4.618 -2.626 4.891  0.000
H: -2.298 -1.945 4.307  0.000
C: -0.493 -5.546 -2.195  0.001
Si: -1.099 -3.907 -2.874  0.001
C: -0.222 -3.585 -4.506  0.001
C: -2.945 -4.024 -3.181  0.001
C: -0.749 -2.581 -1.748  0.035
C: -0.611 -1.474 -1.225  -0.034
H: -0.756 -6.391 -2.844  0.000
H: -0.930 -5.725 -1.206  0.000
H: 0.596 -5.528 -2.080  0.000
H: -0.467 -4.323 -5.281  0.000
H: 0.863 -3.600 -4.353  0.000
H: -0.493 -2.592 -4.881  0.000
H: -3.209 -4.813 -3.898  0.000
H: -3.319 -3.069 -3.566  0.000
H: -3.463 -4.228 -2.238  0.000
O: 2.769 3.064 -1.205  0.007
C: 1.569 2.850 -1.055  0.008
O: 1.012 2.197 -0.116  0.035
C: 0.590 3.427 -2.071  0.001
C: -0.701 2.919 -2.180  0.004
C: -1.594 3.472 -3.086  0.000
C: -1.184 4.538 -3.868  0.000
C: 0.098 5.050 -3.780  0.000
C: 0.985 4.482 -2.881  -0.002
N: -2.134 5.143 -4.824  0.000
O: -3.246 4.683 -4.895  0.000
O: -1.755 6.076 -5.492  0.000
H: -0.990 2.083 -1.552  0.002
H: -2.600 3.093 -3.192  0.000
H: 0.376 5.882 -4.411  0.000
H: 1.998 4.852 -2.786  0.000

***

Entry 2:
ORCA calculation (ωB97M-V with the def2-TZVPD basis set) on C35H33GeIrN3O7S3 as an isolated structure.

E_LUMO (alpha / beta) = 0.050 / 0.035 eV
Calculated total energy = -147496.33284 eV
Kohn-Sham gap (alpha / beta) = 7.085 / 8.371 eV
Total charge = 0
Spin multiplicity = 2
Highest occupied orbital energy (alpha / beta) = -7.035 / -8.335 eV
ΔE to the lowest compared entry with this formula, charge and spin = 0.0 kJ/mol

Last column: Mulliken spin population.
Element x y z (Å)
Ir: 1.282 -0.616 -0.075  0.211
C: 1.204 -3.524 2.404  0.008
C: 2.381 -2.673 2.101  0.000
N: 2.402 -1.600 1.334  -0.035
C: 3.678 -1.088 1.352  0.009
C: 4.454 -1.873 2.147  -0.003
N: 3.620 -2.856 2.605  -0.002
C: 5.876 -1.846 2.576  0.000
O: 6.618 -0.868 2.103  0.000
O: 6.286 -2.701 3.322  0.000
C: 3.938 0.149 0.588  0.002
O: 5.062 0.653 0.554  -0.005
O: 2.908 0.636 -0.008  -0.042
H: 0.321 -3.079 1.953  0.000
H: 1.064 -3.603 3.483  0.000
H: 1.338 -4.517 1.979  0.000
H: 3.925 -3.588 3.228  0.000
H: 6.103 -0.254 1.501  0.000
C: 0.410 0.477 1.325  0.858
Ge: -1.293 1.360 1.377  -0.137
C: -2.842 0.305 0.799  0.001
C: -4.071 0.510 1.431  -0.002
C: -5.196 -0.217 1.064  0.000
C: -5.109 -1.171 0.060  0.001
C: -3.893 -1.397 -0.569  0.001
C: -2.772 -0.664 -0.202  -0.011
C: -1.620 1.929 3.226  0.011
C: -2.412 3.047 3.495  -0.001
C: -2.672 3.443 4.800  -0.001
C: -2.138 2.725 5.862  0.001
C: -1.346 1.614 5.612  0.010
C: -1.091 1.222 4.304  0.007
C: -1.218 3.052 0.361  0.009
C: -1.855 3.226 -0.866  0.027
C: -1.697 4.400 -1.592  -0.001
C: -0.899 5.424 -1.097  0.003
C: -0.274 5.277 0.134  0.015
C: -0.437 4.100 0.857  0.053
H: 1.035 0.659 2.203  0.003
H: -4.155 1.240 2.227  0.001
H: -6.138 -0.040 1.567  0.000
H: -5.984 -1.744 -0.223  0.000
H: -3.810 -2.149 -1.344  0.000
H: -1.833 -0.884 -0.687  0.013
H: -2.827 3.624 2.675  0.001
H: -3.290 4.312 4.989  0.000
H: -2.338 3.032 6.880  0.000
H: -0.925 1.052 6.437  0.000
H: -0.475 0.347 4.123  0.021
H: -2.471 2.430 -1.267  0.002
H: -2.197 4.516 -2.545  0.000
H: -0.774 6.338 -1.664  0.000
H: 0.333 6.080 0.537  0.000
H: 0.051 3.996 1.822  -0.023
C: -2.183 -4.384 -6.230  0.000
C: -1.395 -4.070 -4.988  0.000
C: -1.590 -4.797 -3.816  0.000
C: -0.850 -4.526 -2.677  -0.002
C: 0.091 -3.507 -2.711  0.002
C: 0.305 -2.766 -3.863  0.000
C: -0.439 -3.057 -4.995  0.000
S: 0.974 -3.121 -1.242  -0.004
O: 1.351 -4.349 -0.603  0.000
O: 2.075 -2.202 -1.595  0.000
O: 0.016 -2.310 -0.394  0.007
H: -3.091 -4.937 -5.993  0.000
H: -1.592 -4.993 -6.918  0.000
H: -2.464 -3.473 -6.757  0.000
H: -2.328 -5.590 -3.797  0.000
H: -0.993 -5.101 -1.772  0.000
H: 1.039 -1.973 -3.860  0.001
H: -0.276 -2.484 -5.901  0.000
S: 0.174 0.461 -1.912  0.000
C: 1.450 1.600 -2.098  0.000
N: 1.467 2.766 -1.523  0.007
C: 2.654 3.597 -1.683  0.005
C: 3.734 2.706 -2.308  0.002
S: 2.860 1.277 -3.030  -0.001
H: 0.692 3.046 -0.926  -0.018
H: 2.966 3.958 -0.704  -0.002
H: 2.410 4.453 -2.314  0.000
H: 4.423 2.327 -1.556  -0.001
H: 4.283 3.225 -3.089  0.000